Entry 1:
{"formula": "C4H9IO3S", "method": "ωB97M-V with the def2-TZVPD basis set", "relative_energy_kj_mol": 212.1, "orbital_gap_ev": 9.00, "charge": 0, "max_force_ev_per_a": 4.44, "e_homo_ev": -9.58, "total_energy_ev": -29368.075, "elements": ["C", "C", "C", "C", "O", "O", "O", "S", "I", "H", "H", "H", "H", "H", "H", "H", "H", "H"], "xyz": [[0.5577, -2.3419, -0.8039], [-0.8553, 1.7494, 1.6892], [0.7536, -0.8722, -0.6095], [-0.5410, -0.0927, -0.6738], [-1.1194, 2.5300, -0.8476], [1.1119, 1.8918, 0.0468], [1.3049, -0.6595, 0.7003], [-0.2924, 1.6592, -0.0159], [-2.3491, -0.8910, 0.0717], [1.5629, -2.8054, -0.4226], [-0.1737, -2.8770, -0.2861], [0.5056, -2.4774, -1.8437], [-0.8051, 2.8625, 1.8306], [-1.8455, 1.3374, 1.8020], [-0.0456, 1.3069, 2.2748], [1.3727, -0.3855, -1.2996], [-1.0164, -0.0306, -2.4138], [1.8743, 0.0961, 0.8011]], "mulliken_charge": [-1.4018, -0.9664, 0.4234, -0.7310, -0.6622, -0.6662, -0.5955, 1.2601, 0.1517, 0.2924, 0.4521, 0.3763, 0.3279, 0.4346, 0.2791, 0.3654, 0.3111, 0.3490]}

***

Entry 2:
{"formula": "C4H9N", "method": "ωB97M-V with the def2-TZVPD basis set", "relative_energy_kj_mol": 194.8, "orbital_gap_ev": [2.49, 6.90], "charge": -1, "max_force_ev_per_a": 3.19, "multiplicity": 2, "e_homo_ev": [1.48, -3.10], "total_energy_ev": -5780.168, "elements": ["C", "C", "H", "H", "H", "H", "C", "C", "N", "H", "H", "H", "H", "H"], "xyz": [[1.9396, -0.6170, -1.0756], [2.4787, -0.0089, 0.0264], [0.9179, -0.4505, -1.4287], [2.2831, -1.6400, -1.4007], [2.0836, 0.9386, 0.3107], [3.2601, -0.3819, 0.7127], [-1.1817, 1.3585, 0.0831], [-2.0209, 0.3665, 0.3039], [-1.7450, -0.8633, 0.8210], [-0.0624, 1.3805, 0.0383], [-1.5938, 2.1966, -0.5214], [-3.0756, 0.4736, 0.0386], [-2.4330, -1.4079, 1.2160], [-0.8506, -1.3449, 0.8757]], "mulliken_charge": [-0.5655, -0.9140, 0.1985, 0.0831, 0.0803, 0.2784, -0.5872, -0.1542, -0.3967, 0.0927, 0.1732, 0.2606, 0.2569, 0.1939]}

***

Entry 3:
{"formula": "C4H9N", "method": "ωB97M-V with the def2-TZVPD basis set", "relative_energy_kj_mol": 198.6, "orbital_gap_ev": [2.58, 7.96], "charge": -1, "max_force_ev_per_a": 2.48, "multiplicity": 2, "e_homo_ev": [1.40, -4.11], "total_energy_ev": -5780.130, "elements": ["C", "C", "H", "H", "H", "H", "C", "C", "N", "H", "H", "H", "H", "H"], "xyz": [[-2.4039, -1.3347, 0.8864], [-2.2371, 0.0327, 1.0273], [-3.3563, -1.8631, 0.6518], [-1.5113, -1.9915, 0.7662], [-3.1135, 0.7624, 1.1970], [-1.2349, 0.4117, 0.7118], [0.6656, 0.4771, -1.2918], [1.8257, 0.1200, -0.6289], [2.6229, 0.7965, 0.2252], [0.3554, 1.5049, -1.5669], [0.2826, -0.3175, -1.9314], [2.0666, -0.9737, -0.5562], [2.4657, 1.7715, 0.1202], [3.5723, 0.6037, 0.3894]], "mulliken_charge": [-0.5492, -0.2246, 0.2485, 0.2984, 0.2556, -0.0579, -0.7545, -2.6408, -1.2095, 0.3913, 0.4027, 0.8365, 0.7088, 1.2946]}

***

Entry 4:
{"formula": "C4H9N", "method": "ωB97M-V with the def2-TZVPD basis set", "relative_energy_kj_mol": 41.9, "smiles": "C1CCNC1", "orbital_gap_ev": 10.44, "charge": 0, "max_force_ev_per_a": 2.12, "e_homo_ev": -9.26, "total_energy_ev": -5783.377, "elements": ["C", "C", "C", "N", "C", "H", "H", "H", "H", "H", "H", "H", "H", "H"], "xyz": [[1.0720, 0.1519, -0.5732], [0.7393, -0.3774, 0.8545], [-0.7994, -0.0312, 1.0318], [-1.4226, -0.1367, -0.2837], [-0.3921, 0.4764, -1.1303], [1.5783, -0.5565, -1.2952], [1.6020, 1.1122, -0.6264], [1.4396, -0.0568, 1.6111], [0.8038, -1.4806, 0.9034], [-0.9491, 0.9760, 1.4861], [-1.2440, -0.6886, 1.7132], [-1.4514, -1.1771, -0.4265], [-0.4023, 0.2575, -2.2180], [-0.5740, 1.5310, -1.0468]], "mulliken_charge": [-0.3833, -0.5439, -0.7335, -0.4524, -0.6224, 0.2652, 0.2442, 0.3732, 0.2303, 0.2642, 0.4170, 0.2998, 0.3410, 0.3006]}

***

Entry 5:
{"formula": "C4H9N", "method": "ωB97M-V with the def2-TZVPD basis set", "relative_energy_kj_mol": 199.9, "smiles": "C=CN.C=C", "orbital_gap_ev": 9.60, "charge": 0, "max_force_ev_per_a": 1.70, "e_homo_ev": -8.47, "total_energy_ev": -5781.740, "elements": ["C", "C", "N", "H", "H", "H", "H", "H", "C", "C", "H", "H", "H", "H"], "xyz": [[-1.3010, -0.2526, 0.2816], [-1.1225, -1.4699, 0.7749], [-0.0538, -1.8148, 1.6284], [-0.4777, 0.3441, 0.6582], [-2.0837, 0.2248, -0.2763], [-1.5942, -2.3732, 0.3985], [0.6779, -1.1134, 1.6727], [0.4137, -2.6450, 1.2780], [1.4375, 1.2076, -0.7697], [0.4307, 1.8366, -1.3641], [1.6863, 1.5783, 0.2159], [2.0497, 0.5361, -1.3509], [-0.3021, 2.3549, -0.7520], [0.2392, 1.5864, -2.3952]], "mulliken_charge": [-0.5990, 0.1141, -0.5804, -0.0244, 0.2894, 0.2945, 0.2348, 0.2585, -0.5487, -0.5450, 0.3174, 0.2362, 0.2972, 0.2555]}

***

Entry 6:
{"formula": "C4H9N", "method": "ωB97M-V with the def2-TZVPD basis set", "relative_energy_kj_mol": 275.0, "orbital_gap_ev": [7.87, 7.87], "charge": 0, "max_force_ev_per_a": 2.56, "e_homo_ev": [-6.87, -6.85], "total_energy_ev": -5780.962, "elements": ["C", "C", "C", "C", "N", "H", "H", "H", "H", "H", "H", "H", "H", "H"], "xyz": [[-1.5450, 0.4289, -0.6239], [-0.9137, -1.4959, 0.1835], [0.5018, 0.4516, 0.7663], [1.6394, 0.5212, -0.2517], [-0.6880, -0.1777, 0.2179], [-1.9002, -0.0287, -1.5305], [-1.8875, 1.4312, -0.4061], [-1.9142, -1.8911, 0.2009], [-0.0938, -2.1998, 0.2364], [0.2207, 1.4600, 1.0817], [0.8135, -0.1200, 1.6429], [1.9083, -0.4779, -0.5969], [2.5205, 0.9835, 0.1948], [1.3382, 1.1149, -1.1153]], "mulliken_charge": [-0.6548, -0.6544, -0.6038, -1.0015, 0.1217, 0.3123, 0.2599, 0.3306, 0.2460, 0.2982, 0.3822, 0.3042, 0.3414, 0.3179]}

***

Entry 7:
{"formula": "C4H9N", "method": "ωB97M-V with the def2-TZVPD basis set", "relative_energy_kj_mol": 273.8, "smiles": "C=CNCC", "orbital_gap_ev": 8.62, "charge": 0, "max_force_ev_per_a": 4.32, "e_homo_ev": -7.67, "total_energy_ev": -5780.974, "elements": ["C", "C", "N", "C", "C", "H", "H", "H", "H", "H", "H", "H", "H", "H"], "xyz": [[-1.4213, -2.2876, -0.3739], [-0.9962, -1.0403, -0.8568], [0.0197, -0.3442, -0.1124], [0.0947, 1.0661, 0.4587], [1.6436, 1.6641, 0.1966], [-1.5970, -3.1203, -1.0530], [-1.6927, -2.5792, 0.6274], [-1.3916, -0.3277, -1.5298], [0.2302, -0.8568, 0.7365], [-0.6646, 1.7049, -0.0480], [-0.0461, 0.8541, 1.5553], [2.4103, 0.9832, 0.5213], [1.6222, 1.6862, -0.8611], [1.7889, 2.5974, 0.7391]], "mulliken_charge": [-0.8024, -0.0993, -0.3108, -0.4570, -1.0175, 0.2206, 0.2947, 0.3630, 0.2245, 0.3328, 0.3036, 0.2980, 0.3205, 0.3293]}

***

Entry 8:
{"formula": "C4H9N", "method": "ωB97M-V with the def2-TZVPD basis set", "relative_energy_kj_mol": 189.4, "smiles": "C=NC.C=C", "orbital_gap_ev": 10.45, "charge": 0, "max_force_ev_per_a": 1.58, "e_homo_ev": -9.52, "total_energy_ev": -5781.849, "elements": ["C", "N", "C", "H", "H", "H", "H", "H", "C", "C", "H", "H", "H", "H"], "xyz": [[1.7054, 1.2116, 1.4255], [2.8337, 1.1013, 0.8978], [3.1787, -0.1479, 0.2108], [1.4570, 2.0091, 2.1181], [0.9000, 0.4884, 1.2187], [4.0795, 0.0595, -0.3535], [2.3462, -0.4772, -0.4217], [3.3960, -0.8965, 0.9710], [-4.3997, -0.6716, -1.0117], [-3.2201, -1.1605, -1.3569], [-4.5923, 0.3722, -0.8120], [-5.2540, -1.2811, -1.2798], [-2.3250, -0.5621, -1.2356], [-3.0635, -2.1675, -1.7189]], "mulliken_charge": [-0.1729, -0.4103, -0.6658, 0.2635, 0.1782, 0.2311, 0.2985, 0.2779, -0.4739, -0.4232, 0.2554, 0.2205, 0.1998, 0.2213]}

***

Entry 9:
{"formula": "C4H9N", "method": "ωB97M-V with the def2-TZVPD basis set", "relative_energy_kj_mol": 443.4, "orbital_gap_ev": [7.11, 8.51], "charge": 0, "max_force_ev_per_a": 1.84, "e_homo_ev": [-6.52, -7.49], "total_energy_ev": -5779.217, "elements": ["C", "C", "C", "C", "N", "H", "H", "H", "H", "H", "H", "H", "H", "H"], "xyz": [[1.1482, -0.0288, -1.2598], [-0.2144, -0.9864, 0.4713], [-0.2248, 1.2842, 0.7450], [-1.1836, 0.1727, 0.2873], [0.7313, -1.1070, -0.5738], [1.4359, -1.8134, -0.4069], [0.4352, 0.6609, -1.6783], [2.1243, -0.0747, -1.7193], [-0.5909, -1.9564, 0.7960], [0.3991, -0.2417, 1.2845], [-1.5585, 0.2753, -0.7346], [-2.0503, 0.0484, 0.9398], [-0.0478, 2.1312, 0.0908], [-0.4036, 1.6357, 1.7579]], "mulliken_charge": [-0.5278, -0.4462, -0.9061, -0.5271, -0.1502, 0.2343, 0.2225, 0.3041, 0.3960, 0.2826, 0.2811, 0.2672, 0.2518, 0.3179]}

***

Entry 10:
{"formula": "C4H9N", "method": "ωB97M-V with the def2-TZVPD basis set", "relative_energy_kj_mol": 121.5, "smiles": "C1CCNC1", "orbital_gap_ev": 9.65, "charge": 0, "max_force_ev_per_a": 6.87, "e_homo_ev": -8.49, "total_energy_ev": -5782.553, "elements": ["C", "C", "C", "N", "C", "H", "H", "H", "H", "H", "H", "H", "H", "H"], "xyz": [[-1.0846, 0.6338, 0.1909], [0.1582, 0.3120, 1.2021], [0.8535, -0.8737, 0.5251], [0.5805, -0.8852, -0.9349], [-0.4149, 0.2176, -1.1610], [-1.3981, 1.6467, 0.1025], [-1.9248, -0.0211, 0.3098], [-0.1506, 0.3709, 2.1227], [0.8512, 1.0723, 1.1711], [1.8675, -0.7739, 0.6323], [0.3461, -1.7309, 0.9763], [1.4320, -0.7921, -1.5266], [-1.1243, -0.2345, -1.8661], [0.0084, 1.0580, -1.7441]], "mulliken_charge": [-0.5418, -0.9124, -0.5052, -0.4150, -0.5282, 0.3313, 0.2830, 0.6009, 0.3040, 0.3493, 0.2354, 0.2594, 0.2828, 0.2564]}

***

Entry 11:
{"formula": "C4H9N", "method": "ωB97M-V with the def2-TZVPD basis set", "relative_energy_kj_mol": 313.6, "orbital_gap_ev": 8.20, "charge": 0, "max_force_ev_per_a": 0.31, "e_homo_ev": -7.20, "total_energy_ev": -5780.562, "elements": ["C", "C", "C", "N", "C", "H", "H", "H", "H", "H", "H", "H", "H", "H"], "xyz": [[-0.4626, -1.1982, -1.5272], [0.1705, -0.9953, -0.1581], [1.1016, 0.1534, -0.2283], [-0.2158, 0.4611, 0.3556], [-0.2762, 0.8154, 1.7763], [0.2178, -1.8500, -2.0932], [-1.4319, -1.7082, -1.4964], [-0.5808, -0.2797, -2.1472], [-0.8634, 0.9635, -0.2376], [1.3046, 0.7088, -1.1526], [1.9020, 0.2394, 0.5082], [-0.1001, -0.1013, 2.3425], [0.4914, 1.5606, 2.0289], [-1.2570, 1.2306, 2.0291]], "mulliken_charge": [-1.0150, -0.3622, -0.3900, -0.0485, -0.9424, 0.3091, 0.2841, 0.2941, 0.3523, 0.2449, 0.2806, 0.3238, 0.3329, 0.3361]}

***

Entry 12:
{"formula": "C4H9N", "method": "ωB97M-V with the def2-TZVPD basis set", "relative_energy_kj_mol": 305.5, "smiles": "C=CC.C=N", "orbital_gap_ev": 10.37, "charge": 0, "max_force_ev_per_a": 4.66, "e_homo_ev": -9.58, "total_energy_ev": -5780.645, "elements": ["C", "C", "C", "H", "H", "H", "H", "H", "H", "C", "N", "H", "H", "H"], "xyz": [[1.4425, 0.2597, -1.3962], [1.6126, 1.2031, -2.3536], [2.1336, 0.6011, -3.6484], [0.6866, 0.4364, -0.5360], [1.8499, -0.7598, -1.3609], [0.9223, 2.0141, -2.2174], [1.8961, 1.2722, -4.4702], [1.8286, -0.4124, -4.0344], [3.1935, 0.6176, -3.7137], [-2.6006, -0.5747, 3.3153], [-2.4683, -1.3449, 4.4137], [-2.3358, 0.5130, 3.0928], [-3.0709, -1.0737, 2.4671], [-3.2209, -2.1287, 4.3744]], "mulliken_charge": [-0.5916, -0.0537, -0.9992, 0.1775, 0.2497, 0.2983, 0.3151, 0.2997, 0.3041, -0.1763, -0.4936, 0.2295, 0.1852, 0.2552]}

***

Q: Which value of charge does entry 3 give?
A: -1